Record 1
C16H33HfN2O2PSi | ωB97M-V with the def2-TZVPD basis set

```
56
C16H33HfN2O2PSi ωB97M-V with the def2-TZVPD basis set
Hf 0.098 0.121 0.038
Si 2.510 0.265 -0.522
P -0.465 0.590 -2.345
N 0.088 -1.639 -0.278
H -0.125 3.168 2.121
C -2.239 0.901 -2.808
H -2.368 1.041 -3.897
H -2.596 1.801 -2.279
H -2.847 0.042 -2.476
C 0.376 2.048 -3.113
H 0.041 2.216 -4.152
H 1.464 1.873 -3.100
H 0.160 2.943 -2.506
C -0.008 -0.798 -3.469
H -0.154 -0.529 -4.530
H -0.627 -1.675 -3.217
H 1.047 -1.058 -3.286
C 3.191 2.054 -0.349
H 2.949 2.475 0.643
H 2.744 2.723 -1.105
H 4.290 2.078 -0.473
H 3.441 -0.584 0.321
H 2.896 -0.158 -1.926
C 0.100 -2.992 -0.466
C -1.009 -5.170 -0.391
C -1.046 -3.786 -0.193
C 1.276 -3.632 -0.942
C 1.297 -5.015 -1.134
C 0.159 -5.794 -0.861
H -1.900 -5.771 -0.176
H -1.950 -3.290 0.174
H 2.154 -3.013 -1.149
H 2.212 -5.495 -1.501
H 0.182 -6.878 -1.013
C -0.665 3.145 1.147
O -0.396 1.919 0.522
C -2.168 3.265 1.432
H -2.509 4.298 1.242
H -2.395 3.009 2.482
H -2.736 2.586 0.773
C -0.141 4.291 0.275
H -0.921 4.644 -0.423
H 0.731 3.954 -0.312
H 0.180 5.137 0.905
C -1.402 -0.436 2.585
N -0.240 -0.422 3.454
C -0.406 -0.573 4.891
C 1.033 -0.282 2.981
O 1.330 -0.109 1.802
H -2.341 -0.580 3.159
H -1.324 -1.271 1.862
H -1.500 0.522 2.060
H 0.139 -1.475 5.242
H 0.002 0.320 5.411
H -1.472 -0.678 5.183
H 1.858 -0.322 3.688
```

The value obtained for the frontier orbital gap is 6.9 eV. The calculation puts the LUMO energy at 0.2 eV. The spin multiplicity is 1. The HOMO energy comes out at -6.7 eV.

---

Record 2
C47H47Cl2CrN3O4PSi | ωB97M-V with the def2-TZVPD basis set

```
106
C47H47Cl2CrN3O4PSi ωB97M-V with the def2-TZVPD basis set
Cr 0.743 -0.274 0.570
C 1.532 -2.186 3.651
Si 0.422 -0.694 3.866
C -0.859 -1.162 5.158
C 1.539 0.653 4.556
N -0.425 -0.344 2.349
C -1.624 0.375 2.558
C -1.725 1.470 3.420
C -2.929 2.112 3.674
C -4.089 1.674 3.061
C -4.026 0.624 2.153
C -2.812 0.019 1.883
O -2.644 -0.951 0.922
C -3.680 -1.454 0.174
C -3.859 -2.829 0.195
C -4.812 -3.404 -0.632
C -5.584 -2.613 -1.471
C -5.394 -1.238 -1.487
C -4.438 -0.651 -0.671
H 1.895 -2.458 4.647
H 2.408 -1.968 3.045
H 1.019 -3.050 3.230
H -0.354 -1.555 6.044
H -1.519 -1.946 4.776
H -1.485 -0.326 5.470
H 1.721 0.455 5.616
H 1.154 1.669 4.476
H 2.501 0.633 4.041
H -0.828 1.821 3.911
H -2.953 2.948 4.362
H -5.039 2.148 3.269
H -4.920 0.283 1.650
H -3.230 -3.420 0.848
H -4.952 -4.478 -0.621
H -6.330 -3.066 -2.110
H -5.993 -0.615 -2.140
H -4.280 0.420 -0.685
Cl 3.962 2.816 2.758
C 2.352 3.186 2.241
C 1.838 4.473 2.465
C 0.586 4.811 2.038
Cl -0.027 6.410 2.345
C -0.217 3.875 1.344
C -1.519 4.118 0.850
C -2.184 3.118 0.205
C -1.564 1.866 0.043
N -0.354 1.610 0.478
C 0.320 2.592 1.138
C 1.606 2.202 1.611
O 2.016 0.989 1.387
H 2.450 5.198 2.983
H -1.973 5.088 0.998
H -3.186 3.260 -0.176
H -2.078 1.055 -0.449
O -0.652 -2.767 1.369
N -0.208 -2.190 0.215
C -0.078 -3.052 -0.712
C 0.265 -2.835 -2.118
C 0.210 -3.996 -2.898
C 0.315 -3.956 -4.275
C 0.416 -2.729 -4.911
C 0.481 -1.574 -4.151
C 0.477 -1.603 -2.756
P 0.648 -0.023 -1.859
C 2.188 0.773 -2.446
C 2.823 0.503 -3.656
C 3.979 1.179 -4.013
C 4.518 2.141 -3.171
C 3.895 2.420 -1.966
C 2.742 1.736 -1.606
C -0.649 0.941 -2.717
C -1.907 0.361 -2.898
C -2.956 1.105 -3.412
C -2.765 2.441 -3.747
C -1.519 3.022 -3.571
C -0.465 2.276 -3.060
H -0.766 -1.931 1.935
H -0.329 -4.077 -0.448
H 0.054 -4.946 -2.402
H 0.275 -4.873 -4.848
H 0.438 -2.666 -5.991
H 0.507 -0.618 -4.658
H 2.457 -0.265 -4.320
H 4.467 0.942 -4.950
H 5.425 2.663 -3.451
H 4.308 3.157 -1.288
H 2.293 1.930 -0.647
H -2.073 -0.676 -2.626
H -3.924 0.640 -3.548
H -3.585 3.022 -4.148
H -1.362 4.061 -3.833
H 0.504 2.742 -2.923
C 4.164 -1.722 -1.333
C 3.445 -1.716 0.017
C 4.281 -0.920 1.014
C 3.240 -3.161 0.471
O 2.163 -1.140 -0.185
H 5.103 -2.274 -1.260
H 3.537 -2.202 -2.088
H 4.387 -0.705 -1.657
H 5.251 -1.406 1.148
H 3.797 -0.835 1.984
H 4.442 0.093 0.647
H 4.197 -3.634 0.702
H 2.762 -3.734 -0.327
H 2.607 -3.211 1.355
```

The value obtained for the frontier orbital gap (spin up / spin down) is 7.4 / 7.3 eV. The calculation puts the LUMO energy (spin up / spin down) at -0.1 / -0.1 eV. The spin multiplicity is 2. The value obtained for the energy above the lowest of the compared OMol25 structures with the same formula, charge and spin is 0.0 kcal/mol. The HOMO energy (spin up / spin down) comes out at -7.5 / -7.4 eV.